(1)
{"formula": "C5H7NS2", "method": "ωB97M-V/def2-TZVPD", "elements": ["C", "C", "C", "C", "S", "N", "C", "S", "H", "H", "H", "H", "H", "H", "H"], "coordinates": [[0.599, -1.842, 1.665], [-0.488, -1.040, 0.974], [-1.130, 0.125, 1.656], [-0.701, 1.020, 0.517], [-0.848, 2.579, 0.045], [-0.026, -0.033, -0.050], [0.652, -0.123, -1.220], [1.292, -1.460, -1.905], [1.460, -1.211, 2.024], [1.065, -2.458, 0.894], [0.186, -2.396, 2.478], [-1.126, -1.753, 0.480], [-2.178, 0.034, 1.811], [-0.631, 0.407, 2.567], [0.699, 0.853, -1.693]], "forces_ev_per_a": [[1.5, 1.5, -0.9], [1.6, -0.3, -1.1], [-0.4, 0.8, 0.6], [0.1, 0.8, -0.3], [0.0, -0.9, 0.4], [0.3, -1.0, -0.2], [0.0, -0.1, -0.2], [-0.3, 0.3, 0.4], [-1.0, -0.3, -0.1], [-0.2, -0.5, 0.3], [-0.2, -0.6, 0.5], [-0.7, -0.1, -0.1], [-0.9, 0.2, 0.2], [0.1, 0.1, 0.5], [0.1, 0.1, -0.1]], "lowdin_charge": [-0.0485, -0.2969, -0.1031, -0.7787, 0.6858, -0.1241, -0.6535, 0.6581, 0.1064, 0.0487, 0.0719, 0.1438, 0.1136, 0.1242, 0.0523], "homo_energy_ev": -8.78, "total_charge": 0, "smiles": "C[C@H]1CC(=S)N1C=S", "largest_force_ev_per_a": 2.3, "homo_lumo_gap_ev": 7.96, "total_energy_ev": -28458.1205}

(2)
{"formula": "C18H56O10Si2", "method": "ωB97M-V/def2-TZVPD", "elements": ["O", "C", "C", "C", "C", "Si", "O", "Si", "O", "H", "H", "H", "H", "H", "H", "H", "H", "H", "H", "H", "H", "H", "H", "C", "C", "O", "H", "H", "H", "H", "H", "H", "C", "C", "O", "H", "H", "H", "H", "H", "H", "C", "C", "O", "H", "H", "H", "H", "H", "H", "C", "C", "O", "H", "H", "H", "H", "H", "H", "C", "C", "O", "H", "H", "H", "H", "H", "H", "C", "C", "O", "H", "H", "H", "H", "H", "H", "C", "C", "O", "H", "H", "H", "H", "H", "H"], "coordinates": [[-3.045, 2.010, -2.642], [-1.975, 1.522, -1.842], [-2.111, 1.827, -0.354], [-1.493, 0.740, 0.528], [-0.021, 0.446, 0.192], [1.147, 1.875, 0.458], [1.776, 2.348, -1.001], [1.879, 3.803, -1.745], [1.762, 3.565, -3.366], [-3.681, 2.478, -2.090], [-1.043, 1.943, -2.240], [-1.935, 0.434, -1.984], [-3.177, 1.904, -0.108], [-1.670, 2.804, -0.124], [-1.601, 1.023, 1.577], [-2.082, -0.178, 0.409], [0.344, -0.379, 0.816], [0.075, 0.096, -0.842], [0.451, 3.036, 1.066], [2.273, 1.492, 1.337], [0.789, 4.699, -1.306], [3.182, 4.432, -1.437], [1.792, 2.650, -3.664], [-4.503, -0.499, -5.816], [-3.976, -0.745, -4.416], [-3.322, -2.001, -4.280], [-5.201, -1.285, -6.107], [-5.014, 0.464, -5.873], [-3.683, -0.488, -6.538], [-4.797, -0.762, -3.697], [-3.299, 0.059, -4.112], [-2.537, -2.012, -4.848], [1.245, -0.897, -3.363], [-0.004, -0.852, -4.225], [-0.395, -2.134, -4.689], [2.075, -1.336, -3.919], [1.534, 0.107, -3.041], [1.074, -1.504, -2.471], [0.168, -0.246, -5.117], [-0.826, -0.387, -3.667], [-0.592, -2.675, -3.903], [4.963, 0.979, -0.678], [5.601, 1.099, 0.693], [5.962, -0.159, 1.241], [4.075, 0.348, -0.630], [4.669, 1.960, -1.055], [5.660, 0.533, -1.391], [4.899, 1.540, 1.401], [6.476, 1.759, 0.640], [6.617, -0.565, 0.659], [-5.882, 0.059, 3.587], [-4.696, -0.170, 2.668], [-3.517, 0.460, 3.137], [-6.066, 1.127, 3.708], [-6.783, -0.410, 3.188], [-5.689, -0.366, 4.576], [-4.890, 0.258, 1.683], [-4.532, -1.246, 2.529], [-3.305, 0.100, 4.010], [-4.474, 0.377, 7.770], [-3.442, -0.428, 7.008], [-2.798, 0.337, 5.991], [-5.226, 0.777, 7.089], [-4.973, -0.243, 8.517], [-4.006, 1.216, 8.290], [-3.914, -1.260, 6.484], [-2.699, -0.850, 7.692], [-2.353, 1.086, 6.399], [10.777, -0.069, 1.908], [9.545, 0.211, 1.071], [8.693, -0.926, 0.961], [11.344, -0.900, 1.488], [11.423, 0.810, 1.949], [10.499, -0.327, 2.933], [9.824, 0.461, 0.048], [8.989, 1.059, 1.484], [8.398, -1.163, 1.848], [-2.155, -4.262, -0.326], [-2.196, -3.306, -1.500], [-1.305, -3.695, -2.544], [-1.144, -4.336, 0.076], [-2.822, -3.921, 0.467], [-2.476, -5.262, -0.627], [-1.866, -2.310, -1.202], [-3.208, -3.208, -1.900], [-1.579, -4.549, -2.894]], "forces_ev_per_a": [[-0.1, 0.2, 0.0], [0.0, -0.1, 0.0], [-0.1, 0.0, 0.0], [0.0, 0.0, -0.1], [-0.1, -0.2, 0.2], [0.1, -0.1, 0.0], [-0.1, 0.2, 0.1], [0.2, 0.1, -0.2], [0.0, -0.1, 0.0], [0.1, -0.1, 0.0], [0.0, -0.1, 0.0], [0.0, 0.0, 0.0], [0.1, 0.0, 0.0], [0.0, 0.0, 0.0], [0.0, 0.0, -0.1], [0.0, 0.0, 0.0], [-0.1, 0.0, 0.0], [0.1, 0.1, 0.0], [0.0, 0.0, 0.0], [0.0, 0.0, 0.0], [0.0, -0.1, 0.0], [0.0, 0.0, 0.0], [0.0, 0.1, 0.0], [0.0, -0.1, 0.0], [0.2, 0.0, 0.1], [-0.1, -0.1, -0.1], [0.0, 0.0, 0.0], [0.0, 0.0, 0.0], [0.0, 0.0, 0.0], [0.0, 0.0, 0.0], [-0.1, 0.1, 0.0], [0.1, 0.0, 0.1], [0.0, 0.0, -0.1], [0.0, 0.0, -0.1], [0.0, 0.0, 0.0], [0.0, 0.0, 0.0], [0.0, 0.0, 0.0], [0.0, 0.0, 0.0], [0.0, 0.0, 0.0], [0.0, 0.0, 0.0], [-0.1, 0.0, -0.1], [0.0, -0.1, 0.0], [0.0, 0.0, 0.0], [-0.1, 0.0, -0.1], [0.0, 0.0, 0.0], [0.0, 0.0, 0.0], [0.0, 0.0, 0.0], [0.0, 0.0, 0.0], [0.0, 0.0, 0.0], [0.1, 0.1, 0.1], [0.0, 0.0, 0.0], [0.0, 0.0, 0.0], [0.0, -0.2, 0.0], [0.0, 0.0, 0.0], [0.0, 0.0, 0.0], [0.0, 0.0, 0.0], [0.0, 0.0, 0.0], [0.0, 0.0, 0.0], [0.1, 0.3, 0.1], [0.0, 0.0, 0.0], [0.0, 0.0, 0.0], [0.0, -0.1, 0.0], [0.0, 0.0, 0.0], [0.0, 0.0, 0.0], [0.0, 0.0, 0.0], [0.0, 0.0, 0.0], [0.0, 0.0, 0.0], [0.0, 0.0, -0.1], [0.0, -0.1, 0.0], [0.0, 0.0, 0.0], [0.1, -0.1, 0.0], [0.0, 0.0, 0.0], [0.0, 0.0, 0.0], [0.0, 0.0, 0.0], [0.0, 0.0, 0.0], [0.0, 0.0, 0.0], [0.0, 0.0, 0.0], [0.1, 0.0, 0.0], [-0.1, 0.1, -0.1], [0.2, -0.2, 0.1], [0.0, 0.0, 0.0], [0.0, 0.0, 0.0], [0.0, 0.0, 0.0], [0.0, 0.0, 0.0], [0.0, 0.0, 0.0], [-0.1, 0.0, 0.0]], "lowdin_charge": [-0.0706, -0.2649, -0.1907, -0.2684, -0.2876, 0.5335, -0.4267, 0.3580, -0.1971, 0.0796, 0.1135, 0.0962, 0.1124, 0.0994, 0.0921, 0.1019, 0.0767, 0.0521, -0.0075, -0.0216, -0.0130, -0.0202, 0.0408, -0.0844, -0.3178, -0.0958, 0.0727, 0.0727, 0.0734, 0.1132, 0.0830, 0.0589, -0.0748, -0.3096, -0.0976, 0.0796, 0.0562, 0.0724, 0.1169, 0.0853, 0.0408, -0.0889, -0.3257, -0.0927, 0.0677, 0.0606, 0.0769, 0.0972, 0.1048, 0.0556, -0.0843, -0.3270, -0.0926, 0.0784, 0.0738, 0.0596, 0.1062, 0.1077, 0.0482, -0.0868, -0.3111, -0.0912, 0.0711, 0.0766, 0.0748, 0.1097, 0.1105, 0.0941, -0.0903, -0.3180, -0.0956, 0.0760, 0.0746, 0.0743, 0.1143, 0.1079, 0.0877, -0.0811, -0.3000, -0.0925, 0.0768, 0.0719, 0.0744, 0.1030, 0.1071, 0.1035], "homo_energy_ev": -9.58, "total_charge": 0, "smiles": "OCCCC[SiH2]O[SiH2]O.CCO.CCO.CCO.CCO.CCO.CCO.CCO", "largest_force_ev_per_a": 0.3, "homo_lumo_gap_ev": 10.16, "total_energy_ev": -55806.5008}